(1)
This record from the Open Molecules 2025 dataset describes a structure of composition C20H55CrCsN5O13S2 at a distorted geometry. The level of theory is wB97M-V/def2-TZVPD.

Computed properties:
Spin multiplicity: 5
LUMO energy (spin up / spin down), eV: 1.63 / 1.63
F_max, Eh/bohr: 0.1174
Net charge: -1
Kohn-Sham gap (spin up / spin down), eV: 4.304 / 6.403

Last column: Mulliken spin population.
Positions of all 97 atoms, in Å:
Cs  2.801838  -1.218718  -3.976945  0.00
Cr  -1.315908  -1.449367  -1.565428  3.90
S  1.163327  -0.474107  -1.030092  -0.01
S  -0.857283  -3.498725  -3.220557  0.00
O  -0.157633  2.434134  -5.089208  0.00
O  2.204374  -1.469087  -1.021748  0.01
O  -5.356225  1.413755  -0.500871  0.00
O  -0.548945  -3.410218  -1.768757  0.04
O  0.159987  -1.274356  5.749204  0.00
O  0.324492  -3.567929  -4.088818  0.00
O  0.450599  -0.633270  -2.261388  -0.01
O  6.260910  1.412209  2.574371  0.00
O  -2.699875  -4.282693  1.542888  0.00
O  1.466320  0.967237  -1.002443  0.00
O  -1.759524  -4.623823  -3.436366  0.00
O  0.109751  -0.832398  -0.113237  -0.02
O  -1.599716  -2.288027  -3.426638  0.02
N  -2.880985  -2.166181  -0.375098  -0.01
N  -1.846329  0.736225  -1.586849  0.01
N  4.402923  0.705548  -0.612542  0.00
N  2.250263  3.191886  -2.405580  0.00
N  0.216474  0.650769  2.568295  0.00
C  -0.466209  -2.565554  5.830996  0.00
C  -0.397969  -0.399915  4.784514  0.00
C  -0.538117  1.393433  -5.917582  0.00
C  -4.346199  1.133278  -1.454432  0.03
C  -2.596886  2.544718  -0.215865  0.00
C  1.296820  3.542998  -3.436844  0.00
C  5.037380  0.389491  0.597263  0.00
C  -2.593361  -1.986016  1.065063  -0.04
C  5.880927  1.588159  1.148683  0.00
C  -6.649303  1.328322  -1.032967  0.00
C  1.971508  -0.510073  3.798811  0.00
C  0.489699  -0.479551  3.427447  0.00
C  -2.974231  1.167949  -0.762679  -0.01
C  5.293865  1.865333  3.473105  0.00
C  5.842283  -0.874397  0.256696  0.00
C  -4.014327  -1.631041  1.593413  0.00
C  -1.818954  -3.198208  1.622116  0.04
C  1.561608  4.905871  -4.005225  0.00
C  1.132853  2.300435  -4.489003  0.00
C  -2.188585  -5.539816  2.043228  0.00
H  -2.991476  0.528445  0.119838  0.00
H  -3.705224  -1.600112  -0.517515  0.01
H  1.862187  2.364786  -5.296489  0.00
H  -4.610000  0.199770  -1.951498  -0.01
H  -1.518050  -2.956393  2.641472  0.00
H  0.708653  0.544425  1.692758  0.00
H  -6.798345  1.971010  -1.900625  0.00
H  5.338676  2.933453  3.685690  0.00
H  1.974973  2.275547  -2.082121  0.00
H  -2.262974  -5.374380  3.118024  0.00
H  -4.484383  -0.754467  1.147576  0.00
H  -0.262490  -2.980867  4.844029  0.00
H  -0.989010  0.670765  -5.237475  0.00
H  3.893162  1.566784  -0.476453  0.00
H  -1.884287  -1.185651  1.276563  0.02
H  -6.883470  0.324205  -1.386546  0.00
H  -3.166928  -3.108903  -0.597835  0.02
H  -0.461197  0.582948  5.251510  0.00
H  2.603199  -0.434949  2.913700  0.00
H  -1.447592  -0.465294  4.497957  0.00
H  2.587559  4.975666  -4.366697  0.00
H  -2.889973  -6.351351  1.849435  0.00
H  -0.017177  -3.158442  6.627832  0.00
H  5.484328  1.276869  4.370621  0.00
H  1.943982  3.836480  -1.690877  0.00
H  0.296618  1.100315  -6.554293  0.00
H  -0.707273  0.930813  2.271047  0.00
H  -0.829348  -3.267248  1.170441  -0.01
H  -1.266056  1.690641  -6.672494  0.00
H  -0.942766  0.935085  -1.181721  -0.01
H  -7.469859  1.685129  -0.410507  0.00
H  -1.843069  1.400910  -2.347305  0.02
H  0.409548  3.625462  -2.809110  0.00
H  4.284214  0.009315  1.287409  0.00
H  -4.655760  -2.485260  1.376655  0.00
H  6.656442  -1.059087  0.957504  0.00
H  2.224315  0.394488  4.351939  0.00
H  5.161237  -1.711231  0.411552  0.00
H  0.890177  5.171026  -4.821911  0.00
H  6.237031  -0.762476  -0.753127  0.00
H  -1.748185  2.488033  0.465750  0.00
H  -2.247068  3.238558  -0.980270  0.00
H  5.401191  2.544801  0.941818  0.00
H  -1.539539  -2.459866  5.988783  0.00
H  3.615632  0.084382  -0.732592  0.00
H  1.544016  5.703269  -3.262295  0.00
H  0.249600  -1.373729  2.852203  0.00
H  1.304498  1.368689  -3.950033  0.00
H  -1.148266  -5.718923  1.771631  0.00
H  -3.441476  2.993222  0.307209  0.00
H  2.199499  -1.360862  4.440909  0.00
H  4.284169  1.620741  3.143249  0.00
H  6.706712  1.697730  0.445701  0.00
H  -4.461753  1.943935  -2.173869  0.00
H  -3.900263  -1.406490  2.653922  0.00

Atomic forces in eV per Å
Cs -0.5533 -0.5315 0.2825
Cr 0.0038 -0.0596 -0.4728
S -0.0409 0.4097 0.0807
S 0.0440 -4.0583 -0.5334
O 0.5784 1.4980 0.8581
O 2.4655 0.4510 0.7142
O -0.3409 0.0136 1.2427
O 1.2946 -0.3250 1.4794
O -1.1038 -0.2228 0.8915
O 0.7170 0.4262 0.2354
O -1.7953 -0.3774 -5.7521
O 0.4006 0.3485 -2.8865
O 0.4182 -1.3689 -0.7567
O 1.2211 -0.2586 1.4827
O 0.1474 -0.6572 -0.2295
O -1.0096 0.0911 4.5301
O -2.1695 3.9379 -2.0701
N 0.5484 0.8102 -0.3998
N -1.1790 -0.0594 -0.9098
N -1.1600 1.7810 -1.5710
N 1.0510 0.5126 -0.5793
N 0.8110 1.4046 -0.1788
C 0.4781 1.0546 -1.0642
C 1.2539 0.2642 -1.6271
C -0.2090 -0.3936 -0.1481
C -0.2397 0.5471 0.0248
C -0.6187 0.5206 0.3274
C -0.9430 -1.6887 -0.4712
C 1.2040 -1.0289 1.2942
C -0.6885 -0.1357 -0.2157
C -0.5759 -0.9917 0.3257
C -0.4538 0.1278 -1.0230
C -0.2251 0.6538 0.0323
C -1.0932 0.5194 1.2543
C 0.9040 0.7321 1.0671
C -0.3830 -0.6585 0.2195
C 0.4695 0.1803 1.1969
C 1.2693 -0.6780 1.4115
C -1.0812 0.9708 0.4631
C 0.7242 0.3280 -0.7863
C -0.4752 2.5056 0.6846
C -0.6023 1.6523 1.0587
H -0.3320 -0.2816 -0.0844
H -0.1175 -0.0095 -0.5440
H 0.4458 0.1362 -0.0390
H 0.5040 -0.3393 -0.1293
H -0.4776 -0.0510 0.7616
H 0.1873 -0.1058 -0.1042
H 0.5013 0.2199 -0.4909
H 0.1873 0.1842 -0.0413
H 0.1598 -0.2151 0.4962
H 0.5214 -0.4868 0.4844
H 0.4512 0.1445 -0.3148
H -0.3510 -0.8693 0.1035
H 0.2654 -0.9973 -0.6991
H -0.0856 0.5474 -0.2824
H -0.0980 0.5007 -0.6108
H -0.0006 -0.3110 0.1523
H 0.3194 -0.5035 0.0595
H 1.0340 0.3822 -0.2330
H -0.0306 -0.5427 -0.1532
H -0.3940 -1.3133 0.1601
H 0.1459 -0.2613 -0.3264
H 0.2370 0.1722 -0.6609
H 0.1032 0.2106 -0.1045
H -0.1449 0.3107 0.2920
H 0.7108 -0.1319 0.7783
H 0.3233 -0.8323 0.2967
H -0.4357 -0.6895 0.6339
H -0.2090 -0.5095 -1.0432
H -0.3873 0.4990 0.3843
H 0.1187 0.1355 0.8360
H 0.6007 -0.2576 0.9193
H 0.0797 -0.3071 -0.9170
H -1.2590 -0.2692 -1.1069
H 0.0251 0.6081 0.9440
H -0.0996 -0.0365 0.4941
H 0.2049 0.1266 0.0748
H -0.1706 0.1099 0.2684
H 0.0798 -0.1996 -0.7150
H -0.1102 -0.0483 0.0576
H -0.0893 -0.3313 0.0100
H -0.0688 -0.3117 0.1830
H -0.2953 -0.0355 -0.4043
H -0.7309 0.1151 0.6912
H -0.1094 -0.1020 0.0554
H 0.1485 -0.6181 -0.2600
H -0.4414 -0.1464 0.3129
H -0.1454 -0.6438 0.4065
H -0.5444 -0.1447 0.2205
H -0.1770 -0.1719 -0.3526
H 0.0432 0.1541 0.1073
H 0.1362 -0.0448 -0.3465
H -0.1798 0.0196 -0.0887
H 0.9079 -0.4598 0.7005
H 0.5798 0.0222 -0.6161
H -0.5997 -0.2667 0.3021

(2)
This record from the Open Molecules 2025 dataset describes the ion C31H39N4O3 with charge +1 at a distorted geometry. The level of theory is wB97M-V/def2-TZVPD.

Computed properties:
ΔE to the lowest compared entry with this formula, charge and spin, kJ/mol: 194.4
SMILES: CN1C(=O)[C@@H](Cc2ccccc2)N(/C=C/[C@@H](c2cccc([N+](=O)[O-])c2)[C@H]2CCCC2=[N+]2CCCC2)C1(C)C
LUMO energy, eV: -4.06
F_max, Eh/bohr: 0.0704
Net charge: +1
Kohn-Sham gap, eV: 6.378

Last column: Löwdin charge in e.
Positions of all 77 atoms, in Å:
O  2.312891  2.115983  -5.232288  0.05
O  -4.567682  -0.305994  1.075132  0.09
O  4.085286  1.475304  -6.479098  0.08
N  -3.187015  0.582378  -0.556299  -0.03
N  3.320205  1.382222  -5.481625  -0.29
N  1.782172  1.229641  2.121807  0.01
N  -1.291790  -0.599670  -0.236698  -0.01
C  -1.891409  0.371399  -1.196930  -0.44
C  1.451006  3.263049  0.754069  -0.09
C  5.214350  -1.056864  -3.372063  -0.05
C  1.934664  1.831613  0.930373  -0.09
C  3.647093  0.426412  -4.486168  -0.15
C  3.183137  -0.331573  -2.217241  -0.16
C  1.013740  0.646233  4.307790  -0.13
C  -5.364309  -3.697346  3.764015  -0.08
C  -5.636562  -3.961490  2.397658  -0.06
C  1.858674  -0.499591  3.782360  -0.14
C  0.013383  -0.971912  -0.240021  -0.06
C  -2.489876  -2.593948  0.704623  -0.08
C  -3.493746  -0.274073  0.473520  -0.36
C  1.020339  1.755788  3.236035  -0.11
C  -4.660596  -3.671606  1.431056  -0.05
C  2.710467  1.315761  -0.179801  -0.14
C  -3.166609  -2.852706  3.133333  -0.05
C  -1.096503  1.684284  -1.285407  0.01
C  2.302285  -0.147783  -0.969991  -0.21
C  4.382254  -1.119478  -2.252331  0.00
C  -4.130809  -3.142614  4.114340  -0.08
C  2.006775  3.693644  -0.620196  -0.13
C  2.766966  0.287647  -3.397634  0.02
C  -3.462373  -3.050237  1.770592  -0.25
C  2.237827  -0.148406  2.349436  -0.11
C  -2.103282  -0.307199  -2.575033  0.02
C  2.801212  2.465158  -1.200433  -0.11
C  0.900279  -0.461968  -1.186513  -0.09
C  -2.237359  -1.076418  0.784465  -0.17
C  4.819784  -0.355897  -4.536114  0.03
C  -4.224006  1.395765  -1.146113  -0.01
H  0.488642  -0.206015  -2.179520  0.08
H  1.407022  1.015786  5.250123  0.12
H  3.839834  2.756910  -1.373248  0.13
H  -0.076338  1.545035  -1.681005  0.07
H  1.772596  -0.875937  1.650486  0.10
H  -6.583040  -4.409420  2.111949  0.10
H  6.155470  -1.609520  -3.390618  0.11
H  0.332022  -1.590172  0.602227  0.12
H  -5.107209  1.343255  -0.512345  0.10
H  -0.006842  0.332315  4.531627  0.12
H  -0.020255  2.065062  2.970973  0.15
H  -1.169407  -0.712863  -2.979154  0.08
H  -6.127518  -3.886833  4.517097  0.10
H  1.857503  0.869561  -3.397949  0.10
H  -1.524893  -3.121393  0.842854  0.13
H  2.764580  -0.604877  -0.070861  0.10
H  0.353679  3.349039  0.772940  0.11
H  3.803334  0.888321  0.177529  0.21
H  5.416528  -0.328034  -5.444748  0.12
H  -3.908371  2.437675  -1.232448  0.09
H  2.737091  -0.655726  4.385136  0.11
H  -2.801782  -1.153024  -2.455893  0.10
H  2.400739  2.150649  -2.164511  0.08
H  -2.197051  -2.442863  3.407879  0.10
H  -4.863127  -3.890245  0.373391  0.12
H  3.322537  -0.194294  2.199026  0.14
H  -3.894317  -2.959488  5.168696  0.10
H  -1.622279  2.389503  -1.944595  0.10
H  -2.932519  -2.816585  -0.294362  0.13
H  -4.513032  1.062629  -2.148728  0.10
H  -1.869074  -0.799957  1.787794  0.15
H  -1.039312  2.126855  -0.278123  0.09
H  -2.515532  0.420804  -3.289468  0.09
H  1.260401  4.095303  -1.330990  0.12
H  1.330891  -1.439151  3.803955  0.11
H  1.781983  3.994634  1.518828  0.14
H  2.716336  4.520972  -0.504118  0.11
H  4.735966  -1.608197  -1.315201  0.13
H  1.533886  2.644778  3.632768  0.14

Atomic forces in eV per Å
O 2.5773 -1.5646 -1.2377
O 1.6830 -0.1593 -0.9667
O -2.2821 -0.0176 2.4274
N -0.2622 -0.2774 0.2648
N -0.5437 2.2027 -2.2125
N -0.1437 0.1058 -3.3858
N -0.4476 -0.4081 0.0469
C -0.0149 -0.8960 -0.0017
C -0.1442 0.3272 -0.7332
C -0.6768 -0.3855 -0.8455
C -0.5689 0.1437 3.5716
C 0.3171 -2.3497 1.6791
C 0.3141 -0.8094 -0.1053
C -0.5362 0.3436 0.2617
C 0.0051 0.2077 -1.1566
C 0.9056 0.1301 0.8098
C 0.1719 -0.1347 -0.1500
C 0.9467 1.8083 -1.3001
C -0.2786 -0.1721 -0.0483
C -0.9346 0.7303 0.6968
C -0.6250 0.8127 1.1363
C -0.6356 0.1084 -0.0536
C 2.6107 -1.1332 -1.9583
C -0.8804 -0.1098 -0.3083
C -0.0836 0.2513 0.0738
C 1.9036 -0.5412 1.8889
C -0.2517 1.5626 0.8833
C 0.4301 -0.1541 -0.0967
C 0.6704 0.0862 -0.6311
C 1.0010 0.7204 0.3195
C 0.1278 -0.2490 0.8028
C 0.2777 -0.9291 -0.1745
C -0.0486 0.1146 0.1590
C -0.2165 0.8688 0.3731
C -1.6355 -0.8929 0.2739
C 0.1782 -0.2268 -0.3959
C -0.3331 0.7930 0.5953
C -0.1613 0.3709 -0.3702
H 0.3358 0.0681 0.9872
H 0.0727 0.1328 -0.0111
H -0.1204 -0.1265 -0.0489
H -0.7157 0.1996 0.2287
H 0.3235 0.9309 0.4048
H 0.1454 0.0744 -0.0089
H -0.3378 0.1403 0.0256
H -0.1005 0.3664 -0.0334
H 0.1381 -0.0277 0.0643
H 0.0407 -0.0046 -0.1846
H 0.8890 -0.2909 -0.1972
H -0.2353 0.1807 0.0405
H 0.2492 -0.0195 -0.1500
H -0.0076 -0.1496 -0.2430
H -0.3970 0.2048 -0.3522
H -0.6392 -1.6155 -1.2833
H 0.2223 -0.3897 0.1266
H -2.5106 1.7135 -0.4503
H 0.0689 0.0322 0.3513
H 0.0027 -0.0330 0.1066
H 0.3745 0.0948 0.2020
H 0.2117 0.3981 -0.0697
H 0.0555 0.2698 0.3172
H -0.1501 0.0032 0.1181
H 0.0127 0.1549 0.4769
H -0.0915 0.0812 -0.0954
H -0.1246 -0.0591 -0.4334
H 0.0997 -0.2099 0.1950
H 0.5818 0.0030 0.5714
H 0.1164 -0.1441 0.1154
H -0.1792 -0.1019 -0.2156
H -0.0394 -0.1418 -0.3327
H 0.1122 -0.3121 0.1490
H 0.1149 -0.5364 0.4897
H -0.2881 -0.2647 -0.0103
H 0.0671 -0.8841 0.0322
H -0.1855 -0.1561 0.1722
H -0.3617 0.2690 -0.9132
H -0.1662 -0.1286 -0.2734